This record from OMol25 describes a cluster of 4 separate species, C35H46BCl6NO4 in total. The level of theory is the ωB97M-V functional and the def2-TZVPD basis.

## Properties
- frontier orbital gap (eV) = 9.43
- multiplicity = 1
- molar mass (g mol⁻¹) = 768.29
- LUMO energy (eV) = 0.33
- SMILES = COCCCCCCCCCCCCB(O)N(C(C)=O)C(C)=O.Clc1ccccc1Cl.Clc1ccccc1Cl.Clc1ccccc1Cl

Geometry as XYZ:
```
93
Properties=species:S:1:pos:R:3:forces:R:3
C -0.57215 -0.31770 -4.80469 1.3 0.7 0.2
O -2.00353 -0.37470 -4.91356 1.2 -1.2 0.5
C -2.49056 -1.72494 -5.07820 -1.3 0.0 -1.2
C -4.00751 -1.80139 -4.50953 1.0 -0.7 -0.7
C -4.17026 -3.11418 -3.60960 -0.3 0.9 -0.3
C -5.27388 -2.98769 -2.43880 0.5 -1.4 -0.7
C -4.64919 -3.57878 -1.09125 -1.1 -0.2 0.9
C -4.76547 -2.63532 0.19408 0.9 -0.4 0.4
C -4.53371 -1.08348 -0.07166 -0.4 -0.4 0.4
C -3.24284 -0.72707 -0.92379 0.0 1.0 0.4
C -1.84740 -1.06966 -0.21996 0.3 0.5 -1.1
C -1.04066 -2.04248 -1.19755 -0.3 0.0 0.6
C 0.36852 -2.54482 -0.64010 -0.7 -0.8 -0.9
C 0.39354 -2.87887 0.92227 0.4 0.6 -0.4
B 1.19584 -1.75497 1.79621 -0.8 -1.5 1.4
O 0.94853 -1.76338 3.21887 -0.2 0.8 -2.5
N 2.16598 -0.78119 1.16973 0.4 1.5 1.7
C 1.47976 0.45930 0.73678 -1.1 1.5 -0.3
C 1.88709 1.01123 -0.70719 -0.4 0.1 0.7
O 0.66495 1.03599 1.46565 1.9 -1.6 -1.9
C 3.23404 -0.43313 2.10533 1.1 -0.7 1.4
C 3.65639 1.08196 2.37812 -0.4 -0.3 0.0
O 3.81322 -1.32431 2.74323 -1.5 1.8 -1.7
H -0.07692 0.26036 -5.66241 -1.0 -0.8 1.0
H -0.27047 0.23806 -3.84843 -0.6 -0.7 -1.2
H -0.05769 -1.32702 -4.76631 -0.8 0.9 -0.1
H -1.81547 -2.52325 -4.63932 -0.7 1.1 -0.1
H -2.51888 -1.92157 -6.21055 0.1 0.1 1.5
H -4.23260 -0.82740 -3.96888 0.2 -1.3 -0.6
H -4.65987 -1.91694 -5.43450 0.5 0.5 1.4
H -4.46947 -3.96108 -4.29924 0.5 0.9 0.8
H -3.13827 -3.36340 -3.19652 -1.4 0.3 -0.3
H -6.13029 -3.67866 -2.76225 1.0 1.1 0.6
H -5.72689 -1.95614 -2.34707 0.9 -1.1 0.0
H -5.25121 -4.52485 -0.84590 1.0 1.2 -0.2
H -3.57160 -3.91675 -1.17333 -1.3 0.6 -0.3
H -5.73740 -2.86614 0.75080 1.2 0.7 -0.8
H -3.93346 -2.96898 0.91394 -1.2 0.3 -0.9
H -5.49788 -0.67942 -0.53338 1.5 -0.2 0.4
H -4.41313 -0.57235 0.94893 -0.3 -0.6 -1.4
H -3.26216 0.40945 -1.07036 -0.1 -1.6 0.1
H -3.21607 -1.17056 -1.96533 -0.4 0.4 1.2
H -1.96863 -1.45224 0.83812 0.1 0.3 -1.3
H -1.24545 -0.09385 -0.16279 -0.8 -1.3 0.2
H -1.69528 -2.94585 -1.41291 0.7 1.0 0.3
H -0.94998 -1.48321 -2.19544 0.1 -0.8 1.4
H 1.16317 -1.80998 -0.98047 -0.7 -0.9 0.8
H 0.59793 -3.52814 -1.18349 -0.2 1.5 0.6
H 0.91353 -3.89296 1.04203 -0.5 1.5 0.1
H -0.63603 -3.00732 1.39131 1.1 0.0 -0.9
H -0.02355 -1.86181 3.28512 0.8 -0.3 0.3
H 3.01970 1.12539 -0.76646 -1.6 -0.4 0.0
H 1.39160 2.02324 -0.88311 0.6 -1.4 0.4
H 1.50215 0.28962 -1.50142 0.7 0.8 1.1
H 3.85424 1.65348 1.42065 -0.1 -0.7 1.1
H 2.85035 1.65369 2.94989 0.9 -1.0 -0.8
H 4.56635 1.03583 3.04847 -1.0 0.0 -1.0
Cl -5.45960 3.46177 -3.45819 0.1 -0.1 -0.1
C -4.27089 4.05724 -2.35507 0.0 0.2 0.2
C -4.58206 5.19162 -1.60985 0.2 0.1 0.2
C -3.66321 5.70706 -0.70337 0.0 -0.1 -0.1
C -2.42920 5.08847 -0.53803 -0.1 -0.1 -0.1
C -2.11447 3.95803 -1.28283 -0.1 0.3 0.2
C -3.03236 3.44032 -2.19362 0.2 0.1 0.2
Cl -2.57838 2.03720 -3.09213 -0.2 0.1 -0.2
H -5.54298 5.67800 -1.73266 0.1 -0.2 -0.1
H -3.90992 6.59077 -0.12551 0.0 -0.1 -0.1
H -1.71199 5.48683 0.17096 0.0 -0.1 -0.1
H -1.14975 3.48159 -1.15023 -0.1 -0.1 -0.1
Cl 4.72572 -0.45635 -2.01189 0.1 0.0 -0.2
C 6.15447 0.32585 -1.43528 0.2 0.0 0.2
C 6.80192 -0.22881 -0.33411 0.2 0.1 0.1
C 7.95858 0.35771 0.16532 -0.1 0.1 -0.1
C 8.47258 1.50115 -0.43601 -0.2 0.0 -0.1
C 7.82647 2.05880 -1.53316 0.1 -0.1 0.3
C 6.66619 1.47459 -2.03462 0.2 0.1 0.1
Cl 5.90750 2.21981 -3.39623 -0.1 -0.1 0.0
H 6.40710 -1.12121 0.13873 -0.1 0.1 -0.1
H 8.45924 -0.07730 1.02306 -0.1 0.0 -0.1
H 9.37662 1.95866 -0.05003 -0.1 0.0 -0.1
H 8.23154 2.95140 -1.99586 -0.2 -0.1 -0.1
Cl 3.86422 0.24478 9.80469 0.0 0.1 0.1
C 2.94410 0.76199 8.43681 0.0 -0.1 -0.2
C 3.09321 0.05652 7.24541 -0.2 0.1 -0.2
C 2.37101 0.42772 6.11770 0.0 0.0 0.0
C 1.49537 1.50599 6.17769 0.1 0.0 0.2
C 1.34680 2.21421 7.36453 0.0 -0.2 -0.3
C 2.07068 1.84589 8.49569 -0.1 0.0 -0.2
Cl 1.84499 2.77073 9.93769 0.1 -0.1 0.1
H 3.77295 -0.78614 7.19176 0.0 0.1 0.1
H 2.49039 -0.12491 5.19143 0.0 0.0 0.1
H 0.92825 1.79526 5.29944 0.0 0.0 0.1
H 0.66381 3.05506 7.40400 0.1 -0.1 0.1
```
Forces are in eV/Å.

=====

This record from OMol25 describes an isolated molecule of C23H26N2O4. The level of theory is the ωB97M-V functional and the def2-TZVPD basis.

## Properties
- frontier orbital gap (eV) = 8.11
- multiplicity = 1
- molar mass (g mol⁻¹) = 394.47
- ΔE to the lowest compared entry with this formula, charge and spin (eV) = 1.775
- LUMO energy (eV) = -0.51
- SMILES = C=CC/N=C1\CC(C)(C)CC(=O)\C1=C(/O)CCCN1C(=O)c2ccccc2C1=O

Geometry as XYZ:
```
55
Properties=species:S:1:pos:R:3:forces:R:3
C -2.66984 0.88593 3.46316 -0.1 0.0 0.1
C -1.90109 0.23136 2.61442 0.1 0.2 0.0
C -0.83801 0.87285 1.77232 -0.2 0.4 -0.2
N 0.19483 -0.08144 1.49211 0.2 -0.2 0.2
C 1.21653 0.21464 0.79607 -0.3 0.1 0.1
C 1.41407 1.58102 0.18764 0.0 0.1 0.0
C 2.69997 1.74911 -0.62011 0.0 0.2 0.0
C 2.58206 1.03597 -1.96873 0.0 0.0 0.2
C 2.96934 3.23620 -0.86227 0.0 -0.3 0.1
C 3.83838 1.15020 0.20987 0.1 0.0 -0.1
C 3.63776 -0.32119 0.44932 -0.2 0.0 0.0
O 4.61124 -1.08210 0.45039 0.2 -0.2 0.0
C 2.27751 -0.78547 0.64131 0.6 -0.3 0.0
C 2.05732 -2.14912 0.67846 -0.2 0.1 0.1
O 3.04117 -3.01915 0.64451 0.1 0.0 -0.1
C 0.70179 -2.77929 0.59258 0.2 -0.1 -0.1
C 0.45130 -3.14604 -0.88008 -0.1 0.0 0.1
C -1.03479 -3.31533 -1.18369 0.3 -0.2 -0.2
N -1.75695 -2.06972 -1.03078 0.2 -0.3 0.0
C -2.80451 -1.91251 -0.13108 -0.1 -0.1 0.1
O -3.21500 -2.77363 0.60345 -0.1 0.1 0.1
C -3.26439 -0.51285 -0.29777 0.0 0.6 -0.3
C -4.26424 0.19057 0.33975 0.1 -0.1 -0.1
C -4.45110 1.52039 -0.02533 -0.1 -0.1 0.1
C -3.66192 2.11632 -0.99692 0.1 0.0 -0.1
C -2.65428 1.40431 -1.64133 0.1 -0.2 0.0
C -2.46768 0.08728 -1.27596 -0.5 0.2 0.4
C -1.48586 -0.91809 -1.75212 0.0 0.0 -0.1
O -0.62493 -0.79797 -2.58775 0.0 0.1 -0.1
H -3.42978 0.38962 4.04118 -0.2 -0.1 0.1
H -2.57174 1.94898 3.61644 0.1 0.2 0.0
H -2.00351 -0.83587 2.48122 -0.1 -0.2 0.0
H -0.43299 1.75336 2.29204 -0.1 0.0 -0.1
H -1.29209 1.24581 0.83929 0.0 0.0 0.1
H 0.54300 1.79072 -0.44351 0.0 0.1 0.0
H 1.39364 2.31389 1.00340 0.0 0.0 0.0
H 1.82048 1.51031 -2.58382 -0.1 0.0 -0.1
H 2.30287 -0.00664 -1.84036 0.0 -0.1 -0.1
H 3.52861 1.07456 -2.50333 0.1 0.0 -0.1
H 3.10096 3.76587 0.07934 0.0 0.1 0.1
H 3.87130 3.36601 -1.45592 0.1 0.0 -0.1
H 2.13913 3.69089 -1.39886 -0.1 0.1 -0.1
H 3.88007 1.64507 1.18542 0.0 0.1 0.0
H 4.80605 1.29031 -0.27566 0.0 0.0 0.0
H 3.90991 -2.50779 0.59359 -0.3 0.1 0.0
H -0.04368 -2.07618 0.95450 0.1 -0.2 0.0
H 0.68528 -3.68050 1.20506 0.0 0.0 0.1
H 0.84125 -2.35805 -1.52713 0.0 -0.1 0.0
H 0.97313 -4.07099 -1.12695 0.0 0.0 -0.1
H -1.50019 -4.02940 -0.49969 0.0 0.1 -0.1
H -1.15654 -3.66508 -2.21403 0.0 0.0 0.1
H -4.87333 -0.27752 1.09628 0.0 0.0 0.1
H -5.22366 2.09921 0.45786 -0.1 0.1 0.0
H -3.83058 3.15047 -1.25830 0.0 0.1 0.0
H -2.03624 1.86068 -2.39952 0.1 0.0 -0.1
```
Forces are in eV/Å.

=====

This record from OMol25 describes an isolated molecule of C4H4F2. The level of theory is the ωB97M-V functional and the def2-TZVPD basis.

## Properties
- frontier orbital gap (eV) = 11.50
- multiplicity = 1
- molar mass (g mol⁻¹) = 90.07
- ΔE to the lowest compared entry with this formula, charge and spin (eV) = 1.185
- LUMO energy (eV) = 1.01
- SMILES = C#C[C@@H](F)CF

Geometry as XYZ:
```
10
Properties=species:S:1:pos:R:3:forces:R:3
C -1.72588 1.22607 -0.69108 0.5 -1.1 0.4
C -1.05627 0.32496 -0.27430 -0.9 0.4 -0.3
C -0.14130 -0.74166 0.03420 1.5 1.0 1.1
F 0.11631 -1.47135 -1.08040 0.1 -0.7 -1.1
C 1.19023 -0.09180 0.51041 -1.2 -1.0 1.0
F 1.53063 0.96974 -0.26013 0.5 0.0 -0.5
H -2.41948 1.86671 -1.11793 -0.7 1.0 -0.3
H -0.44974 -1.44296 0.80964 -0.3 0.2 0.1
H 1.03955 0.27000 1.53424 0.0 0.0 -0.1
H 1.91595 -0.90971 0.53536 0.4 0.4 -0.4
```
Forces are in eV/Å.